DFT (the ωB97M-V functional and the def2-TZVPD basis) results for a 2-piece molecular cluster, ClFH2Si overall in a non-equilibrium geometry.

ΔE to the lowest compared entry with this formula, charge and spin = 4.0172 eV
Max |F| = 3.7 eV Å⁻¹
Gap between HOMO and LUMO = 7.45 eV
E_LUMO = -2.24 eV
DFT total energy = -23148.78198 eV

The geometry in XYZ format:
```
5
ClFH2Si, DFT the ωB97M-V functional and the def2-TZVPD basis
F -0.287 -1.198 -1.589
Si 0.103 -0.084 -0.543
Cl 2.229 2.249 -1.348
H 0.981 -0.856 0.375
H -1.119 0.497 -0.630
```


DFT (the ωB97M-V functional and the def2-TZVPD basis) results for a 2-piece molecular cluster, ClFHNO2S overall in a non-equilibrium geometry.

ΔE to the lowest compared entry with this formula, charge and spin = 2.0624 eV
Max |F| = 5.2 eV Å⁻¹
Gap between HOMO and LUMO (alpha / beta) = 7.59 / 9.21 eV
E_LUMO (alpha / beta) = -2.79 / -1.47 eV
DFT total energy = -31672.02754 eV

The geometry in XYZ format:
```
7
ClFHNO2S, DFT the ωB97M-V functional and the def2-TZVPD basis
N 0.789 0.331 -0.293
O -1.362 0.748 -2.903
O -2.045 -1.632 -2.353
F 0.046 -1.132 -3.501
S -1.115 -0.549 -2.506
Cl 0.897 1.925 -0.332
H -0.033 0.170 0.296
```


DFT (the ωB97M-V functional and the def2-TZVPD basis) results for a 2-piece molecular cluster, ClFN2O2 overall in a non-equilibrium geometry.

ΔE to the lowest compared entry with this formula, charge and spin = 0.7803 eV
Max |F| = 3.7 eV Å⁻¹
Gap between HOMO and LUMO (alpha / beta) = 10.04 / 8.03 eV
E_LUMO (alpha / beta) = -0.62 / -1.44 eV
DFT total energy = -22307.25585 eV

The geometry in XYZ format:
```
6
ClFN2O2, DFT the ωB97M-V functional and the def2-TZVPD basis
N -0.287 1.005 -1.029
N 0.596 -1.251 1.153
O 1.053 -0.197 1.359
O 0.558 -2.383 1.458
F -0.664 2.338 -0.678
Cl -1.254 0.488 -2.263
```


DFT (the ωB97M-V functional and the def2-TZVPD basis) results for one molecule with the formula ClFN2O2 in a non-equilibrium geometry.

ΔE to the lowest compared entry with this formula, charge and spin = 0.1927 eV
Max |F| = 2.4 eV Å⁻¹
Gap between HOMO and LUMO (alpha / beta) = 9.54 / 9.53 eV
E_LUMO (alpha / beta) = -0.84 / -0.84 eV
SMILES = O=[N+]([O-])N(F)Cl
DFT total energy = -22307.84350 eV

The geometry in XYZ format:
```
6
ClFN2O2, DFT the ωB97M-V functional and the def2-TZVPD basis
O -1.102 0.356 -1.244
N -0.623 0.674 -0.213
O -0.605 1.670 0.431
N 0.785 -0.350 0.098
F 1.093 -0.448 1.383
Cl 0.452 -1.902 -0.455
```


DFT (the ωB97M-V functional and the def2-TZVPD basis) results for ClFO4Sr as an isolated structure in a non-equilibrium geometry.

ΔE to the lowest compared entry with this formula, charge and spin = 7.8999 eV
Max |F| = 7.7 eV Å⁻¹
Gap between HOMO and LUMO = 2.12 eV
E_LUMO = -5.06 eV
DFT total energy = -24250.08068 eV

The geometry in XYZ format:
```
7
ClFO4Sr, DFT the ωB97M-V functional and the def2-TZVPD basis
Sr -2.598 0.718 -4.309
F 1.187 2.414 -3.880
Cl 0.392 -0.563 1.664
O 1.394 -1.318 0.961
O 0.364 -0.559 3.038
O 0.062 0.697 1.141
O -0.800 -1.389 1.385
```


DFT (the ωB97M-V functional and the def2-TZVPD basis) results for ClFe2 as an isolated structure in a non-equilibrium geometry.

Total charge = +5
ΔE to the lowest compared entry with this formula, charge and spin = 4.3863 eV
Max |F| = 19.6 eV Å⁻¹
Spin multiplicity = 11
Gap between HOMO and LUMO (alpha / beta) = 12.66 / 7.22 eV
E_LUMO (alpha / beta) = -31.20 / -37.48 eV
DFT total energy = -81190.26025 eV

The geometry in XYZ format:
```
3
ClFe2, DFT the ωB97M-V functional and the def2-TZVPD basis
Fe -15.460 1.994 -11.749
Fe -15.129 5.698 -10.226
Cl -15.331 3.581 -11.057
```


DFT (the ωB97M-V functional and the def2-TZVPD basis) results for ClFeH10O5 as an isolated structure in a non-equilibrium geometry.

Total charge = +1
ΔE to the lowest compared entry with this formula, charge and spin = 5.7605 eV
Max |F| = 2.1 eV Å⁻¹
Spin multiplicity = 5
Gap between HOMO and LUMO (alpha / beta) = 5.95 / 4.68 eV
E_LUMO (alpha / beta) = -5.97 / -6.93 eV
DFT total energy = -57299.95108 eV

The geometry in XYZ format:
```
17
ClFeH10O5, DFT the ωB97M-V functional and the def2-TZVPD basis
Fe 0.346 -0.159 0.058
Cl 3.203 -2.027 0.972
O 0.078 0.391 2.978
H -0.740 0.246 3.455
H 0.722 0.580 3.660
O -1.814 1.547 -0.717
H -2.737 1.387 -0.915
H -1.581 2.303 -1.256
O -1.261 -2.578 0.688
H -2.148 -2.919 0.808
H -0.702 -3.189 1.167
O 1.819 2.362 -0.469
H 2.661 2.459 -0.915
H 1.617 3.240 -0.145
O 0.318 -1.071 -2.788
H 0.450 -0.728 -3.672
H -0.231 -1.846 -2.911
```


DFT (the ωB97M-V functional and the def2-TZVPD basis) results for ClFeH10O5 as an isolated structure in a non-equilibrium geometry.

Total charge = +1
ΔE to the lowest compared entry with this formula, charge and spin = 0.3009 eV
Max |F| = 2.8 eV Å⁻¹
Spin multiplicity = 5
Gap between HOMO and LUMO (alpha / beta) = 8.29 / 8.21 eV
E_LUMO (alpha / beta) = -3.90 / -3.90 eV
DFT total energy = -57305.41061 eV

The geometry in XYZ format:
```
17
ClFeH10O5, DFT the ωB97M-V functional and the def2-TZVPD basis
Fe 0.228 -0.355 -0.183
Cl 1.334 -1.573 -2.070
O -0.518 0.898 1.271
H -0.837 1.793 1.150
H -1.178 0.480 1.824
O -1.718 -1.012 -0.695
H -2.612 -0.961 -0.357
H -1.823 -1.055 -1.646
O 1.991 0.764 0.213
H 2.046 1.446 0.882
H 2.727 0.941 -0.372
O -0.234 1.338 -1.406
H -1.101 1.607 -1.711
H 0.317 2.110 -1.540
O 0.426 -1.819 1.327
H -0.280 -2.344 1.705
H 1.229 -2.258 1.609
```


Which formula does entry 2 have?
ClFHNO2S


DFT total energy of number 5 (ClFO4Sr)?
-24250.08068 eV


The highest max |F| belongs to which entry?
ClFe2